15
Properties=species:S:1:pos:R:3 method="wB97M-V/def2-TZVPD" max_force_ev_per_a=1.7 gap_ev=8.56 e_above_lowest_ev=3.811
C -0.6109 2.6336 -0.2663
C -0.2136 1.6059 0.2105
C 0.4543 0.4224 0.8364
C 1.7394 -0.0765 0.1249
S 3.2627 0.3865 0.0727
C 0.9265 -1.1865 -0.4573
N -0.1138 -0.9182 0.5959
C -1.4455 -0.9542 0.0082
H -1.0136 3.4968 -0.6810
H 0.6397 0.6130 1.8725
H 1.3241 -2.1963 -0.5542
H 0.5027 -0.9275 -1.4479
H -2.1192 -0.5579 0.7755
H -1.7692 -2.0005 -0.2054
H -1.5636 -0.3406 -0.8847

***

17
Properties=species:S:1:pos:R:3 method="wB97M-V/def2-TZVPD" max_force_ev_per_a=5.4 gap_ev="6.16 / 6.16" e_above_lowest_ev=1.022
C -0.3776 2.0779 0.2475
C 0.0123 1.1554 -0.7564
C 0.5823 -0.0870 1.6542
C -1.0726 3.2297 -0.1199
C -0.3260 -2.3217 -0.7176
C 0.8396 -1.5847 -0.2402
N 0.5219 -0.3838 0.4534
S 0.2105 0.9795 -2.2943
S 0.8753 -0.9258 3.0601
S 0.0932 1.6844 1.9184
H -1.2522 3.8857 0.6587
H -1.3692 3.5819 -1.0207
H -1.0716 -2.1974 0.1053
H -0.7253 -2.1618 -1.7629
H 0.0350 -3.3913 -0.6972
H 1.4252 -2.2858 0.4375
H 1.5990 -1.2551 -0.9261

***

14
Properties=species:S:1:pos:R:3 method="wB97M-V/def2-TZVPD" max_force_ev_per_a=3.7 charge=+1 gap_ev=8.57 e_above_lowest_ev=0.355
C 1.7563 -0.7397 -1.3687
C 1.5870 -0.4630 -0.0164
C 0.5662 -0.4291 -1.9370
C 0.2179 -0.0655 0.1462
C -0.4732 0.3348 1.3000
C -1.9085 0.6771 1.2437
O -0.3609 -0.0795 -1.0365
H 2.6674 -0.8336 -2.0494
H 2.3212 -0.2410 0.7994
H 0.3433 -0.6903 -2.9863
H 0.0965 0.3845 2.2898
H -2.4355 -0.2562 1.4261
H -2.1103 0.9278 0.1942
H -2.2674 1.4738 1.9949

***

17
Properties=species:S:1:pos:R:3 method="wB97M-V/def2-TZVPD" max_force_ev_per_a=3.7 gap_ev="7.57 / 6.26" e_above_lowest_ev=6.879
C 1.5019 -0.9871 1.4532
C 1.7025 -1.1750 0.2743
C 0.6429 -0.9580 -1.8081
C -0.4585 -0.3126 -1.4884
C 1.9825 -0.9410 -1.1356
C -1.8510 1.0454 1.9192
O -1.1248 2.2763 -0.6461
O -1.0197 0.3265 1.0230
P -0.4378 0.9973 -0.2788
S 2.6049 0.7839 -1.3790
H 1.0009 -1.0222 2.3682
H 0.6767 -1.6988 -2.7009
H -1.5073 -0.2849 -2.0539
H 2.5354 -1.6164 -1.6878
H -1.3080 1.6169 2.8202
H -2.5180 0.2706 2.1616
H -2.4228 1.6792 1.1590

***

16
Properties=species:S:1:pos:R:3 method="wB97M-V/def2-TZVPD" max_force_ev_per_a=6.3 charge=+1 gap_ev="7.31 / 7.61" e_above_lowest_ev=4.388
C -1.3104 -0.3006 0.7080
C -1.1193 -1.5415 0.1578
C -0.2679 0.5881 0.2843
C -0.1443 -1.2498 -0.8350
C 2.8486 -2.1712 -0.9365
C -0.9968 2.7681 0.5879
O 0.4901 -0.1157 -0.6085
O -0.0022 1.8126 0.5177
O 1.7874 -2.5954 -0.8105
H -2.2883 -0.0082 1.2274
H -1.8828 -2.3915 0.1944
H 3.7291 -2.6991 -1.4537
H 2.9911 -1.1334 -0.6538
H -1.8372 2.2749 0.9607
H -1.2818 3.0633 -0.4159
H -0.7156 3.6993 1.0756

***

14
Properties=species:S:1:pos:R:3 method="wB97M-V/def2-TZVPD" max_force_ev_per_a=3.3 gap_ev=8.75 e_above_lowest_ev=2.104
C -2.1602 1.0992 0.1388
C -1.1244 0.5436 -0.5000
C 0.1578 0.3371 0.3193
C 0.6487 -1.0623 0.1509
C 1.9604 -1.1085 -0.0830
C 2.5983 0.2552 -0.0634
P 1.5508 1.5752 0.0398
H -3.1885 1.1969 -0.1702
H -1.9418 1.5540 1.0806
H -1.0824 0.4732 -1.5919
H -0.0296 0.4074 1.3350
H 0.1249 -2.0166 0.3781
H 2.5588 -1.9888 -0.0086
H 3.6654 0.3028 -0.2261

***

17
Properties=species:S:1:pos:R:3 method="wB97M-V/def2-TZVPD" max_force_ev_per_a=3.8 gap_ev="6.26 / 6.29" e_above_lowest_ev=3.063
C 1.2687 -1.9676 -0.6624
C -0.1179 -2.0440 -0.5547
C 1.9462 -0.7768 -0.2847
C -0.7692 -0.9562 -0.0866
C 1.2103 0.2892 0.1614
C -0.1511 0.2322 0.2316
P -1.0918 1.7405 0.6864
S -2.8381 -0.2663 2.8602
S -1.5490 2.2937 -1.3750
S 0.5926 2.9081 1.2137
H 1.8277 -2.8974 -1.1097
H -0.5839 -2.9740 -0.8149
H 3.0775 -0.9389 -0.3633
H -1.8698 -1.1187 -0.1222
H 1.7822 1.1607 0.4797
H -2.4188 1.4053 -1.2683
H -0.3155 3.9103 1.0089

***

14
Properties=species:S:1:pos:R:3 method="wB97M-V/def2-TZVPD" max_force_ev_per_a=3.3 gap_ev=8.02 e_above_lowest_ev=5.689
C 0.1631 -0.8825 -0.1538
C 1.3651 -0.6718 -1.0173
C -1.3000 -0.7526 -0.2886
C -0.8805 -1.9824 0.4184
C 1.4105 0.0545 0.3489
C 1.3190 1.4955 -0.0760
H -1.6642 0.0086 0.2677
H -1.6885 -0.7908 -1.3008
H -1.0977 -2.0328 1.4732
H -0.8833 -2.9985 -0.0986
H 1.9809 -0.2381 1.2788
H 1.0863 1.3748 -1.1492
H 2.2123 2.1138 -0.0263
H 0.5392 2.1016 0.4983